## a
The following is a quantum chemistry calculation of an isolated molecule of C11H20O2, from OMol25.

Geometry (Å):
C  -0.35052  -0.50031  -2.52306
C  -0.62273  -1.52264  -1.39320
C  -1.60798  -0.99368  -0.33786
C  -1.07791  0.43684  0.16211
C  0.33685  0.31620  0.75652
C  0.84187  1.46184  1.78004
C  2.30516  1.53394  1.97957
O  2.76313  2.69800  2.76058
C  3.49644  2.12228  3.90290
C  3.23079  0.60766  3.90606
O  2.85502  0.34530  2.54360
C  -1.06899  1.36268  -1.06832
C  -1.14197  0.74402  -2.47696
H  0.76343  -0.26829  -2.47762
H  -0.71307  -0.93942  -3.48218
H  -1.09931  -2.33047  -1.93028
H  0.32244  -1.88138  -0.99606
H  -1.54822  -1.75660  0.52429
H  -2.57143  -0.95621  -0.71678
H  -1.81208  0.77587  0.93125
H  0.54631  -0.57286  1.34274
H  1.01462  0.29189  -0.10302
H  0.42430  2.33676  1.44906
H  0.27626  1.42790  2.68781
H  2.79104  1.55272  0.95683
H  4.52615  2.41503  3.80031
H  3.10038  2.55160  4.81656
H  4.19734  0.06696  4.10476
H  2.40464  0.27031  4.46159
H  -0.20426  2.09750  -0.91735
H  -1.87806  2.07634  -0.90620
H  -0.88339  1.37395  -3.35720
H  -2.15342  0.31915  -2.71764

The value obtained for the LUMO energy is 0.97 eV. As for the SMILES: C1CCC(CCC2OCCO2)CC1. Its charge is 0.

---

## b
The following is a quantum chemistry calculation of a structure of composition C11H20O2, from OMol25.

Geometry (Å):
C  4.08830  1.05878  -0.96404
C  4.15055  0.16294  0.30719
C  3.36400  -1.22902  -0.00959
C  1.82452  -1.00077  -0.11347
C  0.96364  -0.44367  1.21956
C  -0.53541  -0.29533  0.91609
C  -0.80455  0.17112  -0.63775
C  -2.42031  0.11073  -0.83197
C  -4.68092  -0.47803  0.44376
C  -4.27851  0.90344  0.74506
C  -3.29526  1.20028  -0.04080
H  5.18649  1.74373  -0.98247
H  3.12378  1.88167  -0.47334
H  3.45981  0.17891  -2.04658
H  3.60647  0.80459  1.01048
H  5.14705  0.34295  0.99149
H  3.55909  -2.40499  0.64230
H  3.98605  -1.40917  -1.08982
H  1.47893  0.25575  -0.85249
H  1.04290  -1.90844  -0.63625
H  1.38650  0.71161  1.23788
H  1.03651  -1.11984  2.09261
H  -1.26739  0.49010  1.43048
H  -1.01344  -1.35015  0.95087
H  -0.05484  -0.20968  -1.45960
H  -0.81582  1.25407  -0.85855
H  -2.69583  0.38102  -1.72338
H  -5.88666  -0.54386  0.45774
H  -4.12578  -1.28384  1.05638
H  -5.26905  1.71194  0.94936
H  -3.12933  2.34982  -0.05100
O  -2.84135  -1.21138  -0.92457
O  -4.29014  -0.82524  -0.75558

The value obtained for the LUMO energy is 0.71 eV. Its charge is 0.

---

## c
The following is a quantum chemistry calculation of an isolated molecule of C11H20O2, from OMol25.

Geometry (Å):
C  2.28182  0.15941  -2.66168
C  0.94536  -0.38843  -2.17234
C  0.94382  -1.54158  -1.13337
C  1.51774  -1.23780  0.32021
C  0.97764  0.06137  0.99500
C  -0.12667  -0.33247  1.95045
C  -1.37092  -0.91216  1.15484
C  -2.26765  0.27899  0.87443
C  -2.85072  0.84531  2.21692
O  -2.71364  0.43735  3.37898
O  -3.57246  1.99008  2.04634
C  0.77463  1.18032  -0.10486
C  0.17953  0.74589  -1.45700
H  2.69951  0.85922  -1.80577
H  2.00163  0.88031  -3.44322
H  2.99092  -0.69702  -2.89837
H  0.25920  -0.80183  -2.95425
H  1.64817  -2.31487  -1.54167
H  -0.07872  -2.12119  -1.16491
H  2.61248  -1.10860  -0.01715
H  1.64409  -2.10936  1.02015
H  1.77053  0.43266  1.69138
H  -0.39540  0.47314  2.61061
H  0.32444  -1.09832  2.60667
H  -1.87024  -1.77327  1.68006
H  -1.08402  -1.18316  0.12852
H  -1.61019  1.10449  0.52958
H  -3.12783  0.11320  0.17105
H  -3.82551  2.32997  1.09403
H  0.29994  2.04535  0.42861
H  1.72439  1.61510  -0.30775
H  -0.89374  0.35748  -1.24451
H  0.19188  1.71041  -1.99100

The value obtained for the LUMO energy is 0.47 eV. As for the SMILES: C[C@H]1CC[C@H](CCCC(=O)O)CC1. Its charge is 0.

---

Which one sits at the bottom of the stability order? b does.

---

## a
The following is a quantum chemistry calculation of a structure of composition C5H6FN, from OMol25.

Geometry (Å):
C  -1.07897  -0.69224  -0.06392
C  -0.00286  -0.26097  1.07847
C  0.16486  -0.50063  -0.93827
C  0.52288  1.04851  -0.64245
C  0.23530  1.26228  0.58433
H  -1.42292  -1.68329  -0.23114
H  -0.26867  -0.45436  2.19142
H  1.88413  -0.92714  0.30529
H  0.27266  -0.86153  -1.90318
H  0.53950  1.62848  -1.49346
H  0.30528  2.33987  0.86835
N  0.89568  -1.11775  0.26853
F  -2.04687  0.21878  -0.02396

The value obtained for the LUMO energy is 1.18 eV. Its charge is 0.

---

## b
The following is a quantum chemistry calculation of an isolated molecule of C5H6FN, from OMol25.

Geometry (Å):
C  -0.06413  0.68140  -0.19983
C  1.31786  0.80981  -0.71238
C  3.08968  -0.79173  -0.45886
C  -0.75839  -0.32094  0.34865
C  -2.18562  -0.20019  0.91320
N  2.21703  -0.03524  -0.73973
F  -0.16261  -1.50909  0.37688
H  -0.55303  1.61010  -0.49575
H  1.52782  1.78198  -1.19907
H  3.48786  -1.57348  -1.03950
H  -2.90099  0.45100  0.39939
H  -2.37225  0.24233  1.95386
H  -2.64325  -1.14597  0.85315

The value obtained for the LUMO energy (spin up / spin down) is 0.84 / 0.84 eV. Its charge is 0.

---

## c
The following is a quantum chemistry calculation of an isolated molecule of C5H6FN, from OMol25.

Geometry (Å):
C  -1.94862  -0.23205  0.00032
C  -0.45553  -0.07355  -0.00364
C  0.54165  -1.09393  -0.01313
C  1.77791  -0.51728  -0.00297
N  1.59087  0.84831  -0.00087
C  0.25434  1.09766  -0.00756
F  -0.16392  2.36334  -0.00587
H  -2.24963  -1.27749  0.00922
H  -2.42098  0.22131  0.87905
H  -2.38957  0.21287  -0.88479
H  0.37111  -2.16720  -0.00273
H  2.78542  -0.94273  0.01602
H  2.30696  1.56074  0.01695

The value obtained for the LUMO energy is 1.03 eV. As for the SMILES: Cc1cc[nH]c1F. Its charge is 0.

---

Which one sits at the bottom of the stability order? a does.

---

## a
The following is a quantum chemistry calculation of a structure of composition C16H11CdNO4S, from OMol25.

Geometry (Å):
Cd  1.65507  -1.98847  -2.00053
O  3.35087  -3.27712  1.51958
C  3.15074  -3.10575  0.41536
C  -0.23731  -2.98851  -2.52928
O  -1.32550  -3.32018  -2.68527
C  2.97318  -0.58746  -3.09493
O  3.55703  0.19097  -3.70089
C  2.90745  -3.91281  -2.82798
O  3.41962  -4.80871  -3.32169
N  0.84373  -1.06095  -0.16461
S  -0.71726  -0.80123  0.18229
C  -0.63601  -0.17823  1.86959
C  0.34772  -0.70413  2.71162
C  0.54577  -0.12747  3.97571
C  -0.28461  0.91252  4.39399
C  -1.32848  1.38335  3.58067
C  -1.50949  0.81441  2.31489
C  -1.16470  0.68301  -0.76653
C  -0.44975  1.85120  -0.56904
C  -0.69932  2.95040  -1.39392
C  -1.67778  2.84981  -2.39527
C  -2.38086  1.65464  -2.59690
C  -2.11098  0.55617  -1.78780
H  1.37480  -0.32686  0.29627
H  0.96129  -1.53259  2.37441
H  1.35154  -0.50486  4.61719
H  -0.12034  1.37232  5.36550
H  -1.99260  2.18068  3.92331
H  -2.32110  1.15442  1.66650
H  0.28953  1.92115  0.22689
H  -0.13888  3.87809  -1.25309
H  -1.87391  3.69855  -3.04077
H  -3.13250  1.57087  -3.39041
H  -2.62694  -0.39721  -1.91487

The value obtained for the LUMO energy is -8.05 eV. Its charge is +2.

---

## b
The following is a quantum chemistry calculation of a structure of composition C16H11CdNO4S, from OMol25.

Geometry (Å):
O  0.02361  -3.56970  -0.33045
C  0.01288  -2.44167  -0.48871
Cd  0.25954  -0.00150  -0.09174
O  -3.38723  -0.04135  -2.00500
C  -2.35931  -0.03455  -1.52029
C  2.13469  0.04706  -1.31359
O  3.15695  0.04744  -1.85054
C  -0.02372  2.30669  -0.11122
O  -0.06743  3.43334  0.07480
N  -0.22505  -0.54378  1.96788
S  0.62651  -0.15792  3.27912
C  -0.32906  1.11614  4.09289
C  0.30105  2.35657  4.27938
C  -0.40342  3.40156  4.86802
C  -1.74318  3.21579  5.24534
C  -2.37184  1.98613  5.02389
C  -1.66644  0.92913  4.43542
C  0.39884  -1.59882  4.31012
C  0.21101  -1.47020  5.69074
C  0.04898  -2.61434  6.47600
C  0.09814  -3.88342  5.88028
C  0.31732  -4.00804  4.50052
C  0.47797  -2.86242  3.71576
H  -1.12101  -0.98123  2.22144
H  1.33796  2.47262  3.96410
H  0.08762  4.35942  5.04739
H  -2.29641  4.02115  5.72666
H  -3.41358  1.82525  5.31523
H  -2.13097  -0.03391  4.24584
H  0.17753  -0.47309  6.12204
H  -0.10936  -2.50140  7.55070
H  -0.02640  -4.77410  6.49730
H  0.37197  -4.99738  4.03536
H  0.64085  -2.93429  2.64254

The value obtained for the LUMO energy is -7.93 eV. Its charge is +2.

---

Which one sits at the bottom of the stability order? a does.

---

## a
The following is a quantum chemistry calculation of an isolated molecule of C3H7O2P, from OMol25.

Geometry (Å):
C  -1.14957  -0.23290  -0.13342
C  0.34565  -0.41682  -0.00046
C  0.98585  0.09134  1.33649
O  -1.69378  -0.75459  -1.21491
O  -0.20061  -0.08641  -2.62413
P  0.68655  0.61657  -1.68491
H  -1.44740  -0.87418  0.78633
H  -1.48403  0.83450  0.03772
H  0.61554  -1.45240  -0.30901
H  2.17247  0.13758  1.26151
H  0.72085  -0.70837  2.02716
H  0.54399  0.93109  1.78773
H  -0.09551  1.91458  -1.27009

The value obtained for the LUMO energy (spin up / spin down) is -1.79 / -1.11 eV. Its charge is 0.

---

## b
The following is a quantum chemistry calculation of an isolated molecule of C3H7O2P, from OMol25.

Geometry (Å):
C  -1.27234  0.70803  -0.47183
C  0.26965  -1.01844  -0.13976
C  1.08234  -0.19272  0.91596
O  -0.96683  -0.66656  -0.48766
O  1.09779  0.38763  -1.64292
P  -0.21567  1.01375  -2.09433
H  -2.31161  0.91816  -0.64137
H  -1.12747  1.33021  0.40169
H  0.56334  -2.04158  -0.33793
H  2.16306  -0.35440  0.61383
H  0.85654  -0.66170  1.87881
H  0.72263  0.86461  0.97366
H  -0.78013  0.00133  -2.75982

The value obtained for the LUMO energy (spin up / spin down) is 0.36 / 0.36 eV. Its charge is 0.

---

Which one sits at the bottom of the stability order? a does.